No. 1
A 15-piece molecular cluster, C39H92N14O17 overall in a non-equilibrium geometry, computed with ωB97M-V with the def2-TZVPD basis set.

```
! RIJCOSX wB97M-V def2-TZVPD def2/J DEFGRID3
* xyz 0 1
C 23.540 -1.353 -24.546
O 23.384 -2.655 -24.068
C 23.342 -2.845 -22.693
O 23.437 -1.956 -21.886
O 23.155 -4.184 -22.453
C 23.316 -4.698 -21.126
H 24.536 -0.937 -24.396
H 22.768 -0.709 -24.125
H 23.300 -1.297 -25.607
H 22.293 -4.958 -20.852
H 23.798 -3.981 -20.461
H 23.908 -5.608 -21.224
C 25.932 -2.424 -28.137
C 26.420 -3.523 -27.307
O 27.389 -4.172 -27.682
N 25.540 -3.858 -26.344
C 25.673 -5.002 -25.545
H 24.888 -2.163 -27.965
H 25.924 -2.652 -29.203
H 26.538 -1.521 -28.063
H 24.665 -3.358 -26.283
H 24.803 -5.657 -25.583
H 25.727 -4.577 -24.542
H 26.518 -5.652 -25.775
C 33.285 1.498 -25.270
C 33.747 0.408 -26.238
O 34.789 -0.175 -26.123
N 33.047 0.236 -27.394
C 31.693 0.749 -27.662
H 34.099 1.753 -24.591
H 32.431 1.154 -24.685
H 32.985 2.441 -25.727
H 33.424 -0.428 -28.055
H 31.058 0.851 -26.782
H 31.186 0.013 -28.286
H 31.879 1.664 -28.225
C 29.768 4.039 -25.112
C 30.303 4.805 -26.298
O 31.293 4.358 -26.849
N 29.750 6.021 -26.583
C 30.128 6.873 -27.724
H 29.931 2.964 -25.199
H 28.705 4.221 -24.958
H 30.460 4.378 -24.341
H 28.908 6.316 -26.109
H 29.507 6.585 -28.573
H 31.195 6.950 -27.931
H 29.970 7.926 -27.489
C 29.284 -5.990 -30.096
C 29.953 -4.612 -30.007
O 30.465 -4.077 -30.964
N 30.001 -4.048 -28.799
C 30.610 -2.780 -28.485
H 29.945 -6.833 -29.894
H 28.788 -6.085 -31.062
H 28.375 -6.079 -29.501
H 29.458 -4.503 -28.079
H 29.854 -2.198 -27.959
H 30.862 -2.259 -29.409
H 31.470 -3.003 -27.853
C 29.593 1.604 -21.350
C 28.802 0.256 -21.174
O 29.440 -0.709 -20.683
N 27.475 0.310 -21.469
C 26.567 -0.763 -21.437
H 30.321 1.703 -20.544
H 28.950 2.483 -21.389
H 30.262 1.508 -22.205
H 27.152 1.233 -21.718
H 26.027 -1.001 -20.520
H 27.111 -1.646 -21.770
H 25.773 -0.589 -22.163
C 26.286 1.323 -24.980
C 27.521 0.552 -25.313
O 27.903 0.261 -26.472
N 28.118 -0.098 -24.322
C 29.435 -0.838 -24.458
H 25.519 0.991 -25.680
H 26.374 2.392 -25.172
H 25.974 1.233 -23.940
H 27.758 0.077 -23.395
H 29.703 -1.438 -23.589
H 30.249 -0.149 -24.683
H 29.414 -1.543 -25.288
C 25.289 5.828 -25.802
C 26.073 7.034 -25.323
O 27.275 6.940 -25.305
N 25.424 8.059 -24.882
C 26.025 9.207 -24.179
H 25.200 5.948 -26.882
H 24.244 5.745 -25.504
H 25.836 4.913 -25.571
H 24.415 8.045 -24.931
H 25.264 9.489 -23.451
H 26.230 10.116 -24.744
H 26.921 8.803 -23.707
C 28.586 -4.757 -22.432
C 27.901 -4.755 -21.039
O 27.113 -5.675 -20.701
N 28.165 -3.684 -20.265
C 27.797 -3.523 -18.915
H 28.025 -5.495 -23.005
H 29.612 -5.125 -22.420
H 28.506 -3.762 -22.871
H 28.839 -3.001 -20.580
H 27.455 -2.493 -18.814
H 28.636 -3.573 -18.221
H 27.086 -4.239 -18.501
O 29.084 1.416 -31.053
C 28.829 1.397 -29.823
N 28.480 0.299 -29.141
C 28.839 2.647 -29.061
H 28.554 -0.598 -29.599
H 28.379 0.418 -28.143
H 28.356 2.517 -28.093
H 28.356 3.425 -29.652
H 29.859 2.953 -28.829
O 26.444 2.923 -20.961
C 26.514 4.107 -21.322
N 26.862 4.990 -20.487
C 26.133 4.531 -22.666
H 26.956 4.665 -19.535
H 27.066 5.967 -20.644
H 25.141 4.267 -23.031
H 26.940 4.341 -23.375
H 26.227 5.615 -22.589
O 23.642 1.337 -22.208
C 23.381 1.091 -21.030
N 24.264 1.220 -20.056
C 21.976 0.807 -20.555
H 25.156 1.678 -20.176
H 23.915 0.809 -19.202
H 21.717 -0.237 -20.733
H 21.257 1.445 -21.069
H 21.879 0.969 -19.482
O 31.785 -2.510 -24.812
C 32.744 -2.869 -24.074
N 33.972 -2.493 -24.243
C 32.510 -3.524 -22.759
H 34.073 -1.945 -25.086
H 34.739 -3.027 -23.860
H 33.430 -3.867 -22.287
H 31.859 -4.382 -22.925
H 32.074 -2.852 -22.020
O 25.806 4.503 -28.556
C 25.065 3.674 -29.045
N 24.072 4.070 -29.794
C 25.317 2.215 -29.013
H 23.599 3.404 -30.387
H 23.950 5.054 -29.989
H 25.950 1.811 -29.803
H 24.351 1.710 -29.059
H 25.782 1.953 -28.062
O 23.003 4.162 -24.047
C 22.757 3.308 -24.871
N 22.762 2.001 -24.601
C 22.283 3.663 -26.209
H 23.120 1.778 -23.683
H 22.443 1.300 -25.254
H 22.751 4.609 -26.480
H 21.224 3.862 -26.043
H 22.315 2.949 -27.032
*
```

Calculated values
Energy   -97610.1697 eV
HOMO energy   -8.39 eV

No. 2
One molecule with the formula C24H31N3O3 in a non-equilibrium geometry, computed with ωB97M-V with the def2-TZVPD basis set.

```
! RIJCOSX wB97M-V def2-TZVPD def2/J DEFGRID3
* xyz 0 1
C -5.763 -3.211 0.307
H -4.845 -3.935 0.327
O -5.045 -1.857 0.155
C -5.944 -0.871 -0.024
C -7.352 -1.077 -0.255
C -8.184 0.154 -0.297
C -7.582 1.328 -0.327
C -6.137 1.555 -0.490
C -5.390 0.433 -0.200
N -3.921 0.439 -0.031
C -3.331 1.859 -0.487
C -1.885 1.460 -0.709
N -1.197 1.012 0.610
C -2.154 0.682 1.680
C -3.223 -0.307 0.820
H -3.963 -0.727 1.826
H -2.680 -1.298 0.506
H -1.684 -0.047 2.477
H -2.596 1.512 2.102
C 0.096 0.699 0.906
C 1.072 1.541 -0.051
H 0.905 2.669 0.544
H 0.903 1.634 -0.975
C 2.484 1.098 0.447
N 2.664 -0.151 -0.417
C 3.461 -0.747 -1.235
O 3.316 -2.103 -1.628
C 4.350 0.384 -1.963
O 5.057 0.961 -0.978
C 6.137 0.331 -0.278
C 6.903 1.322 0.384
C 7.867 0.663 1.092
C 8.162 -0.638 1.255
C 7.325 -1.639 0.437
C 6.299 -1.065 -0.329
H 5.773 -1.472 -0.884
H 7.546 -2.571 0.293
H 8.918 -1.069 2.114
H 8.487 1.393 1.837
H 6.582 2.401 0.502
H 4.992 -0.434 -2.485
H 3.572 1.018 -2.253
C 1.661 -1.270 0.532
C 0.260 -0.936 0.318
H -0.455 -1.411 0.763
H 0.229 -0.924 -0.784
H 2.010 -2.336 0.141
H 2.130 -1.371 1.610
H 3.287 1.776 -0.349
H 2.647 1.145 1.395
H 0.426 0.727 1.804
H -1.624 0.520 -1.297
H -1.097 2.274 -1.187
H -3.346 2.452 0.247
H -3.542 1.838 -1.382
H -5.599 2.594 -0.256
H -8.085 2.289 -0.764
H -9.282 0.171 -0.379
H -7.859 -1.749 0.008
H -6.215 -3.439 -0.409
H -6.428 -3.381 0.990
*
```

Calculated values
Energy   -35981.6841 eV
Relative energy (zero: lowest compared OMol25 entry of this formula, charge and spin)   24.197 eV
HOMO energy   -7.13 eV
SMILES   COc1ccccc1N1CCN(C2CCN(C(=O)COc3ccccc3)CC2)CC1

No. 3
A 2-piece molecular cluster, C9H14O overall in a non-equilibrium geometry, computed with ωB97M-V with the def2-TZVPD basis set.

```
! RIJCOSX wB97M-V def2-TZVPD def2/J DEFGRID3
* xyz 0 1
C 1.904 -2.866 1.295
C 0.885 -2.280 0.318
H 1.761 -3.915 1.341
H 2.958 -3.052 1.061
H 1.941 -2.575 2.273
H 0.302 -1.399 0.511
H 1.259 -2.291 -0.701
H 0.083 -3.136 0.192
C 1.778 1.560 -0.479
C -0.372 1.860 -1.483
C 0.288 1.418 -0.339
C -1.779 1.877 -1.561
C -0.419 0.832 0.657
C -2.497 1.324 -0.408
C -1.840 0.861 0.706
O -3.826 1.198 -0.651
H 0.165 1.991 -2.366
H -2.411 2.243 -2.380
H 2.309 0.936 0.282
H 2.247 2.499 -0.171
H -0.099 0.442 1.629
H -2.375 0.615 1.626
H -4.277 0.741 0.086
H 2.016 1.116 -1.436
*
```

Calculated values
Energy   -11605.6291 eV
Relative energy (zero: lowest compared OMol25 entry of this formula, charge and spin)   2.008 eV
HOMO energy   -8.32 eV
SMILES   Cc1ccc(O)cc1.CC

No. 4
C5H10N2S as an isolated structure in a non-equilibrium geometry, computed with ωB97M-V with the def2-TZVPD basis set.

```
! RIJCOSX wB97M-V def2-TZVPD def2/J DEFGRID3
* xyz 0 1
C 0.379 2.657 0.409
C 0.789 2.042 1.878
C 0.988 0.630 1.489
C 0.209 0.213 0.426
C -0.483 -1.463 -1.129
H -0.632 1.833 0.027
H 1.075 2.578 -0.587
H 0.043 3.740 0.600
H -0.191 2.372 2.599
H 1.805 2.587 2.285
H 2.117 0.104 1.806
H -0.488 0.894 -0.072
H 1.131 -3.041 0.455
H -0.012 -2.468 1.611
H -0.384 -2.484 -1.297
N 0.381 -1.178 -0.071
N 0.655 -2.206 0.877
S -1.438 -0.431 -1.969
*
```

Calculated values
Energy   -19155.5712 eV
Relative energy (zero: lowest compared OMol25 entry of this formula, charge and spin)   7.335 eV
HOMO energy   -8.28 eV

No. 5
H20O10 as an isolated structure in a non-equilibrium geometry, computed with ωB97M-V with the def2-TZVPD basis set.

```
! RIJCOSX wB97M-V def2-TZVPD def2/J DEFGRID3
* xyz 0 1
O 2.255 1.634 0.886
H 2.354 0.687 0.790
H 3.056 1.916 1.327
O -2.269 -1.203 1.796
H -2.433 -1.093 2.733
H -1.410 -0.805 1.654
O 1.166 -2.501 -0.780
H 0.955 -3.398 -0.523
H 1.020 -1.984 0.012
O -1.764 1.594 -0.355
H -1.022 1.015 -0.179
H -1.418 2.476 -0.217
O -1.629 -2.950 -0.515
H -2.566 -3.126 -0.438
H -1.580 -2.088 -0.930
O 1.846 2.312 -1.129
H 1.716 2.112 -0.202
H 2.787 2.465 -1.212
O -0.264 0.150 0.240
H -0.547 -0.476 -0.427
H 0.606 0.428 -0.047
O 1.505 0.078 -0.866
H 1.250 -0.194 -1.747
H 1.935 0.925 -0.991
O -1.821 -1.017 -1.545
H -1.442 -0.661 -2.349
H -2.534 -0.417 -1.329
O -0.178 1.178 2.330
H 0.141 0.959 1.455
H 0.284 1.984 2.560
*
```

Calculated values
Energy   -20794.0044 eV
Relative energy (zero: lowest compared OMol25 entry of this formula, charge and spin)   8.608 eV
HOMO energy   -9.50 eV

No. 6
One molecule with the formula C11H20N2S in a non-equilibrium geometry, computed with ωB97M-V with the def2-TZVPD basis set.

```
! RIJCOSX wB97M-V def2-TZVPD def2/J DEFGRID3
* xyz 0 1
C -1.970 0.767 -1.013
C -2.308 -0.531 -0.358
C 3.103 -0.466 0.584
C -0.713 1.230 -0.315
C -0.967 -1.291 -0.161
C -0.044 -0.090 0.176
C 4.044 0.718 0.707
C 0.226 2.006 -1.268
C -1.061 1.964 1.032
C -0.378 -2.031 -1.362
C -1.253 -2.323 0.993
N 2.009 -0.115 1.453
N 0.872 -0.257 1.052
S 2.703 -0.908 -1.102
H -1.806 0.544 -2.057
H -2.729 1.561 -0.920
H -2.752 -0.226 0.695
H -3.011 -1.133 -1.042
H 3.558 -1.229 1.248
H 5.098 0.616 0.164
H 4.265 0.872 1.796
H 3.606 1.621 0.202
H 0.562 1.391 -2.115
H 1.127 2.260 -0.798
H -0.219 2.920 -1.461
H -0.134 2.297 1.479
H -1.514 1.237 1.739
H -1.624 2.748 0.768
H -0.523 -1.424 -2.304
H -0.897 -2.915 -1.593
H 0.623 -2.382 -1.157
H -0.861 -1.858 1.880
H -0.677 -3.247 0.758
H -2.306 -2.704 0.980
*
```

Calculated values
Energy   -25542.4973 eV
Relative energy (zero: lowest compared OMol25 entry of this formula, charge and spin)   5.282 eV
HOMO energy   -7.07 eV

No. 7
C44H52N6O5PbSSi2 as an isolated structure in a non-equilibrium geometry, computed with ωB97M-V with the def2-TZVPD basis set.

```
! RIJCOSX wB97M-V def2-TZVPD def2/J DEFGRID3
* xyz 0 1
Pb 0.873 -0.287 -0.386
O 4.729 -1.399 -2.408
C 3.846 -1.106 -1.620
N 2.520 -1.083 -1.844
C 2.018 -1.543 -3.036
O 2.421 -1.333 -4.154
C 0.871 -2.491 -2.780
C 0.500 -3.416 -3.753
C -0.439 -4.380 -3.433
C -0.985 -4.374 -2.160
C -0.575 -3.398 -1.268
N 0.335 -2.488 -1.563
C 4.193 -0.865 -0.169
C 5.533 -0.829 0.207
C 5.845 -0.667 1.546
C 4.809 -0.552 2.464
C 3.504 -0.605 1.995
N 3.208 -0.772 0.719
H 0.961 -3.361 -4.725
H -0.736 -5.132 -4.150
H -1.714 -5.109 -1.863
H -1.002 -3.335 -0.277
H 6.298 -0.926 -0.549
H 6.877 -0.640 1.870
H 5.014 -0.421 3.517
H 2.663 -0.529 2.670
C -5.469 -2.282 5.028
C -4.918 -1.077 5.430
C -3.710 -0.658 4.905
C -3.023 -1.428 3.968
C -3.591 -2.640 3.579
C -4.801 -3.065 4.100
Si -1.347 -0.863 3.290
C -0.049 -2.223 3.417
C 0.871 -2.181 4.460
C 1.791 -3.196 4.648
C 1.800 -4.288 3.796
C 0.890 -4.355 2.756
C -0.020 -3.329 2.575
H -6.409 -2.615 5.440
H -5.429 -0.460 6.154
H -3.294 0.291 5.201
H -3.080 -3.257 2.853
H -5.219 -4.009 3.784
H -0.839 0.282 4.050
H 0.864 -1.341 5.138
H 2.494 -3.145 5.467
H 2.504 -5.092 3.951
H 0.886 -5.211 2.095
H -0.727 -3.385 1.763
C -5.445 1.698 -3.422
C -4.589 1.482 -2.215
C -3.556 2.365 -1.925
C -2.754 2.158 -0.820
C -2.973 1.071 0.003
C -4.006 0.189 -0.251
C -4.802 0.399 -1.365
S -1.948 0.982 1.445
O -2.731 1.360 2.584
O -1.542 -0.539 1.653
O -0.723 1.706 1.247
H -5.410 2.739 -3.738
H -6.475 1.418 -3.216
H -5.081 1.087 -4.249
H -3.371 3.212 -2.568
H -1.944 2.820 -0.583
H -4.166 -0.652 0.406
H -5.595 -0.297 -1.591
C 0.203 3.659 -1.523
Si 0.521 2.322 -2.876
C -0.373 3.101 -4.386
C 2.397 2.211 -3.261
N -0.084 0.821 -2.284
C -0.973 0.036 -2.971
C -1.844 -0.822 -2.282
C -2.756 -1.623 -2.935
C -2.853 -1.602 -4.316
C -2.000 -0.766 -5.023
C -1.074 0.022 -4.371
H 0.986 4.414 -1.507
H 0.114 3.232 -0.528
H -0.721 4.194 -1.726
H -0.348 4.187 -4.338
H -1.416 2.795 -4.407
H 0.066 2.809 -5.335
H 2.961 3.081 -2.931
H 2.576 2.093 -4.324
H 2.822 1.335 -2.785
H -1.797 -0.841 -1.201
H -3.399 -2.275 -2.357
H -3.573 -2.222 -4.829
H -2.047 -0.741 -6.103
H -0.397 0.629 -4.945
C 3.352 3.190 3.401
C 3.291 3.213 1.872
C 2.629 4.513 1.396
C 4.709 3.104 1.304
N 2.536 2.009 1.497
N 2.363 1.781 0.103
H 3.988 3.989 3.771
H 3.754 2.238 3.737
H 2.359 3.314 3.825
H 3.165 5.373 1.791
H 1.595 4.559 1.735
H 2.638 4.582 0.309
H 5.328 3.907 1.698
H 4.709 3.184 0.219
H 5.151 2.151 1.583
H 1.603 2.041 1.904
H 3.272 1.600 -0.315
H 1.937 2.572 -0.380
*
```

Calculated values
Energy   -97492.0617 eV
Relative energy (zero: lowest compared OMol25 entry of this formula, charge and spin)   1.440 eV
HOMO energy   -6.91 eV

No. 8
C25H24N5O3Pt as an isolated structure in a non-equilibrium geometry, computed with ωB97M-V with the def2-TZVPD basis set.

```
! RIJCOSX wB97M-V def2-TZVPD def2/J DEFGRID3
* xyz 1 3
Pt 0.236 -0.158 0.395
C -0.454 -1.367 3.010
N 0.187 -0.075 2.495
C -0.295 1.228 3.100
C -0.885 2.040 1.997
N -0.726 1.663 0.748
C -1.604 2.426 0.004
C -1.767 2.409 -1.401
C -2.641 3.384 -1.880
C -3.408 4.197 -1.059
C -3.195 4.199 0.346
C -2.303 3.282 0.856
N -1.759 3.070 2.142
C -1.158 -2.035 1.937
N -1.120 -1.651 0.678
C -2.010 -2.411 -0.087
C -2.433 -2.324 -1.416
C -3.572 -3.035 -1.731
C -4.319 -3.761 -0.812
C -3.854 -3.893 0.509
C -2.693 -3.231 0.845
N -2.078 -3.016 2.098
H -1.114 -1.068 3.884
H 0.334 -2.014 3.490
H 1.191 -0.141 2.674
H 0.507 1.745 3.703
H -1.091 1.019 3.841
H -1.156 1.812 -2.067
H -2.811 3.552 -2.938
H -4.074 4.880 -1.502
H -3.672 4.966 0.971
H -1.892 3.662 2.946
H -1.918 -1.734 -2.144
H -3.886 -2.984 -2.758
H -5.264 -4.191 -1.168
H -4.345 -4.572 1.197
H -2.389 -3.489 2.930
C 6.147 0.531 1.320
O 6.280 0.234 -0.099
C 5.029 0.208 -0.709
C 4.944 -0.692 -1.810
C 3.675 -0.931 -2.321
C 2.535 -0.340 -1.783
C 1.239 -0.696 -2.218
C 0.904 -0.812 -3.618
O 0.274 -1.030 -1.425
C 2.658 0.649 -0.786
O 1.620 1.287 -0.321
C 3.951 0.914 -0.276
H 6.950 0.029 1.895
H 5.163 0.128 1.648
H 6.257 1.609 1.556
H 5.891 -1.029 -2.225
H 3.510 -1.696 -3.080
H 1.620 -0.219 -4.206
H -0.136 -0.414 -3.778
H 0.914 -1.846 -4.073
H 4.009 1.736 0.474
*
```

Calculated values
<S²>   2.006
Energy   -43145.9690 eV
Relative energy (zero: lowest compared OMol25 entry of this formula, charge and spin)   0.420 eV
HOMO energy (alpha / beta)   -8.51 / -10.11 eV

Which of these has the lowest energy? C39H92N14O17